Version a
Below is the molecule C3H7NOS, with properties calculated with the ωB97M-V functional and the def2-TZVPD basis.

Properties
- Molar mass: 105.16 g mol⁻¹
- SMILES: NCCC(O)=S
- Orbital gap: 0.33826 hartree

Last column: Mulliken charge in e.
CARTESIAN COORDINATES (ANGSTROEM)
C 0.46 0.49 0.72  -0.4616
C -0.23 -0.49 -0.16  -0.5331
C 0.22 -0.35 -1.60  0.3978
H -0.79 1.71 1.70  0.2025
H 0.18 0.83 2.66  0.2668
H 1.37 0.02 1.21  0.2836
H 0.87 1.28 0.11  0.3538
H -0.04 -1.55 0.13  0.2265
H -1.35 -0.36 -0.09  0.3083
H -0.96 -1.84 -1.84  0.3510
N -0.47 0.83 1.85  -0.6065
O -0.26 -1.38 -2.26  -0.4635
S 1.00 0.82 -2.42  -0.3255

***

Version b
Below is a cluster of 2 separate species, C3H7NOS in total, with properties calculated with the ωB97M-V functional and the def2-TZVPD basis.

Properties
- Molar mass: 105.16 g mol⁻¹
- Orbital gap: 0.29369 hartree

Last column: Mulliken charge in e.
CARTESIAN COORDINATES (ANGSTROEM)
C 0.08 0.52 0.13  0.4609
C -0.27 1.91 -0.13  -0.8941
C -1.45 -1.43 0.30  -0.7595
N -0.29 -0.61 0.29  -0.2336
O 2.79 -0.93 -0.80  -0.4505
S 2.59 0.43 0.14  -0.1892
H -1.00 1.95 -0.95  0.2783
H -0.71 2.34 0.77  0.2849
H 0.61 2.49 -0.40  0.3165
H -1.30 -2.22 1.04  0.2607
H -2.36 -0.87 0.53  0.3079
H -1.54 -1.89 -0.69  0.2957
H 2.84 -1.69 -0.22  0.3219

***

Version c
Below is a cluster of 2 separate species, C3H7NOS in total, with properties calculated with the ωB97M-V functional and the def2-TZVPD basis.

Properties
- Molar mass: 105.16 g mol⁻¹
- Orbital gap: 0.26150 hartree

Last column: Mulliken charge in e.
CARTESIAN COORDINATES (ANGSTROEM)
C -3.10 0.04 0.03  0.7256
C 1.75 -0.70 0.08  -0.9294
C 0.02 1.20 0.12  -0.8302
N 0.35 -0.22 -0.23  -0.0587
O -3.80 0.87 -0.32  -0.2578
S -2.38 -1.25 0.45  -0.5081
H 2.03 -1.71 -0.02  0.3401
H 2.29 0.01 -0.55  0.4012
H 1.99 -0.48 1.10  0.3070
H 0.64 1.60 0.96  0.1171
H 0.47 1.74 -0.74  0.1802
H 0.25 -0.39 -1.17  0.3222
H -0.51 -0.71 0.30  0.1906

***

Version d
Below is a cluster of 2 separate species, C3H7NOS in total, with properties calculated with the ωB97M-V functional and the def2-TZVPD basis.

Properties
- Molar mass: 105.16 g mol⁻¹
- Orbital gap (spin up / spin down): 0.28177 / 0.32068 hartree

Last column: Mulliken charge in e.
CARTESIAN COORDINATES (ANGSTROEM)
C -1.67 0.10 0.06  -0.4631
C -1.94 -0.72 -0.90  -0.4220
C 1.48 0.14 -0.32  -0.1172
N 2.04 1.79 1.07  -0.5948
O 1.75 0.52 0.86  0.0313
S 1.19 -1.52 -0.57  -0.2233
H -2.14 0.29 1.03  0.2441
H -0.82 0.76 -0.06  0.1962
H -2.80 -1.33 -0.88  0.2716
H 1.55 0.70 -1.23  0.4753
H 2.23 1.78 2.15  0.2185
H -1.36 -0.62 -1.83  0.2112
H 0.49 -1.89 0.61  0.1722

***

Which is most stable, and by how much? version a, by 0.0759 hartree.

***

Version a
Below is the molecule C3H7NOS, with properties calculated with the ωB97M-V functional and the def2-TZVPD basis.

Properties
- Molar mass: 105.16 g mol⁻¹
- SMILES: CCO/C=N/S
- Orbital gap: 0.35804 hartree

Last column: Mulliken charge in e.
CARTESIAN COORDINATES (ANGSTROEM)
C -0.63 -1.14 -1.24  -0.8054
C 0.31 -1.14 0.11  -0.6501
C 0.90 1.10 0.19  0.1076
H -1.28 -0.15 -1.55  0.2347
H -1.59 -1.83 -1.05  0.2909
H 0.07 -1.31 -2.18  0.2563
H 0.80 -2.15 0.21  0.3389
H 0.01 -1.14 0.96  0.6412
H 1.81 1.76 -0.39  0.2995
H -1.55 2.38 1.96  0.1399
N 0.04 1.15 1.16  -0.3767
O 1.38 -0.21 -0.08  -0.3256
S -0.27 2.69 1.90  -0.1512

***

Version b
Below is the molecule C3H7NOS, with properties calculated with the ωB97M-V functional and the def2-TZVPD basis.

Properties
- Molar mass: 105.16 g mol⁻¹
- SMILES: NC(=O)CCS
- Orbital gap: 0.36297 hartree

Last column: Mulliken charge in e.
CARTESIAN COORDINATES (ANGSTROEM)
C -0.18 -0.40 -0.40  -0.4653
C 0.72 0.66 0.19  -0.7232
S 2.46 0.49 -0.35  -0.2121
C -1.58 -0.34 0.18  0.5221
N -2.45 -1.25 -0.33  -0.3715
O -1.90 0.48 1.01  -0.6118
H 0.27 -1.39 -0.25  0.3480
H -0.23 -0.30 -1.50  0.2846
H 0.69 0.64 1.27  0.3484
H 0.43 1.66 -0.12  0.3392
H 2.71 -0.62 0.35  0.1070
H -3.39 -1.29 0.03  0.2450
H -2.15 -1.90 -1.03  0.1898

***

Version c
Below is the molecule C3H7NOS, with properties calculated with the ωB97M-V functional and the def2-TZVPD basis.

Properties
- Molar mass: 105.16 g mol⁻¹
- SMILES: OCCNC=S
- Orbital gap: 0.32555 hartree

Last column: Mulliken charge in e.
CARTESIAN COORDINATES (ANGSTROEM)
C -1.04 -0.56 0.56  -0.4631
C 0.23 -0.61 0.06  -0.5028
C 1.20 1.49 -1.07  -0.1429
H -1.68 -2.20 0.99  0.3435
H -1.54 0.22 0.11  0.2680
H -1.30 -0.43 1.62  0.3552
H 0.11 -0.84 -1.04  0.2758
H 0.83 -1.31 0.47  0.3284
H 1.27 0.97 1.06  0.2621
H 0.93 1.17 -2.03  0.2879
N 0.90 0.80 0.10  -0.1921
O -1.62 -1.77 0.10  -0.4965
S 1.72 3.07 -0.95  -0.3235

***

Which is most stable, and by how much? version b, by 0.1006 hartree.

***

Version a
Below is a cluster of 2 separate species, C6H11NO4 in total, with properties calculated with the ωB97M-V functional and the def2-TZVPD basis.

Properties
- Molar mass: 161.16 g mol⁻¹
- SMILES: CC(C)C(=O)O.O=C/C=N\O
- Orbital gap: 0.35046 hartree

Last column: Mulliken charge in e.
CARTESIAN COORDINATES (ANGSTROEM)
C -2.24 0.29 0.26  -0.3665
C -3.04 -0.90 0.67  0.1490
C 0.56 -0.13 1.31  -1.5531
C 1.64 0.25 0.31  0.7826
C 1.17 1.38 -0.62  -1.4578
C 1.98 -0.97 -0.54  0.2917
H -2.00 0.29 -2.70  0.3597
H -1.88 0.92 1.06  0.5292
H -3.18 -0.98 1.77  0.2908
H -0.32 -0.51 0.78  0.3083
H 0.90 -0.91 2.00  0.3752
H 0.26 0.74 1.92  0.3712
H 2.53 0.58 0.83  0.5709
H 1.96 1.68 -1.32  0.3850
H 0.88 2.26 -0.03  0.3663
H 0.32 1.05 -1.19  0.2893
H 3.77 -0.88 0.11  0.3887
N -1.89 0.67 -0.91  -0.2594
O -2.34 -0.14 -1.91  -0.3502
O -3.52 -1.72 -0.08  -0.4397
O 3.25 -1.43 -0.50  -0.5027
O 1.17 -1.53 -1.23  -0.5285

***

Version b
Below is a structure of composition C6H11NO4, with properties calculated with the ωB97M-V functional and the def2-TZVPD basis.

Properties
- Molar mass: 161.16 g mol⁻¹
- Orbital gap: 0.37525 hartree

Last column: Mulliken charge in e.
CARTESIAN COORDINATES (ANGSTROEM)
C -2.83 -1.20 -0.30  -1.0374
C -0.62 -0.16 -0.29  0.5085
C 0.81 -0.40 0.24  -0.6126
C 1.78 0.36 -0.45  -0.2432
C 3.28 0.23 -0.17  0.3527
C -1.03 1.36 -0.07  0.1986
H -3.60 -0.09 -0.44  0.1265
H -2.60 -1.58 -1.25  0.3396
H -3.56 -1.76 -0.08  0.5152
H -1.78 -0.94 1.14  0.1652
H -0.55 -0.55 -1.37  0.4718
H 0.98 -1.60 0.09  0.1726
H 0.70 0.04 1.57  0.1822
H 1.80 0.12 -1.71  0.2164
H 1.43 1.63 -0.25  0.2029
H 4.46 0.01 1.32  0.3523
H -2.41 1.69 0.85  0.2737
N -1.47 -1.08 0.38  -0.3687
O 3.35 0.17 1.30  -0.5149
O 4.21 -0.05 -0.74  -0.4213
O -1.66 1.60 1.11  -0.3462
O -0.69 2.22 -0.87  -0.5341

***

Which is most stable, and by how much? version a, by 0.1892 hartree.

***

Version a
Below is a cluster of 2 separate species, C3H8O3 in total, with properties calculated with the ωB97M-V functional and the def2-TZVPD basis.

Properties
- Molar mass: 92.09 g mol⁻¹
- SMILES: O=CCCO.O
- Orbital gap: 0.40166 hartree

Last column: Mulliken charge in e.
CARTESIAN COORDINATES (ANGSTROEM)
O -0.44 1.75 -1.24  -0.5157
C -0.32 0.56 -1.41  0.0141
C 0.76 -0.29 -0.81  -0.3835
C 0.13 -1.45 -0.08  -0.4591
O -1.01 -0.95 0.68  -0.5306
H -1.05 0.06 -2.07  0.3411
H 1.36 -0.64 -1.66  0.3541
H 1.38 0.30 -0.14  0.2658
H -0.37 -2.18 -0.72  0.2877
H 0.78 -1.95 0.63  0.3057
H -0.65 -0.49 1.46  0.3544
H 0.03 2.23 2.38  0.3056
H -0.41 1.63 1.03  0.3159
O -0.19 1.40 1.95  -0.6554

***

Version b
Below is a cluster of 2 separate species, C3H8O3 in total, with properties calculated with the ωB97M-V functional and the def2-TZVPD basis.

Properties
- Molar mass: 92.09 g mol⁻¹
- SMILES: C/C(O)=C\O.O
- Orbital gap: 0.31821 hartree

Last column: Mulliken charge in e.
CARTESIAN COORDINATES (ANGSTROEM)
C 0.57 -0.55 -0.60  -0.2700
C 0.47 0.18 0.53  0.4795
C 1.06 1.56 0.67  -1.1315
O -2.37 -1.30 -0.45  -0.6236
O 0.91 -0.02 -1.80  -0.5129
O 0.17 -0.41 1.75  -0.5166
H 0.66 -0.66 -2.50  0.3490
H -3.33 -1.22 -0.38  0.2977
H -0.02 -1.35 1.60  0.3355
H 0.24 -1.58 -0.66  0.3498
H -1.98 -0.38 -0.31  0.3589
H 0.37 2.20 1.22  0.2940
H 2.00 1.52 1.22  0.2683
H 1.26 2.02 -0.30  0.3220

***

Which is most stable, and by how much? version a, by 0.0176 hartree.